Below is 5 unconnected molecules or ions with the total composition C31H69Br2N6O8 at a distorted geometry, with properties calculated with ωB97M-V/def2-TZVPD.

XYZ file:
```
116
Properties=species:S:1:pos:R:3:lowdin_charge:R:1
C -8.74523 6.90548 -0.44977 -0.230
C 5.72367 -1.16115 1.43898 -0.202
H -6.33357 7.89761 0.87000 0.070
H 3.89537 -1.12166 0.24648 0.100
H 5.30725 -0.65137 2.31323 0.124
H -9.59401 4.21082 -1.78132 0.107
C 8.42843 -3.15627 0.03590 -0.123
H 13.95419 -4.23513 -4.47389 0.125
N -0.75776 -1.75629 2.06964 -0.052
H -6.73379 1.83034 -1.76324 0.067
H -9.42219 0.78494 -1.42463 0.089
H 9.22527 -3.54883 -0.60072 0.019
O 1.48210 -1.55042 -0.11119 -0.207
H -3.98262 -1.26118 1.13351 0.096
H -6.64946 2.68839 1.03506 0.121
H 7.48065 -3.45920 -0.41076 0.071
O -2.89469 -2.70836 0.20533 -0.205
N 5.66978 -2.60779 1.65466 -0.050
C -5.70642 -0.73510 -1.40318 -0.104
H 5.40466 -2.41361 -2.61970 0.086
H -9.33470 8.64516 4.30576 0.119
C -2.75842 -4.08557 0.52101 -0.110
H -9.01085 10.14230 3.42657 0.122
H 8.40013 -1.88232 2.26006 0.111
C -9.46448 8.40966 2.17984 -0.209
H -0.31324 -1.39647 -1.18475 0.092
H 5.88829 -3.08014 0.78443 0.066
H 14.76506 -6.52840 -5.83979 0.124
H -5.63638 6.36533 0.36788 0.090
C 13.29740 -7.92372 -4.73072 0.010
N 11.98324 -6.89801 -3.10576 -0.177
C -6.10578 0.68587 0.45941 -0.219
O 5.59893 -1.20449 -0.98659 -0.195
C 12.40479 -5.54578 -3.22864 0.037
O -7.33279 6.89234 -0.63628 -0.195
C 11.71724 -7.01109 -0.61377 -0.672
H -7.09323 6.35262 1.37624 0.090
Br 12.73388 -8.75161 -0.45038 0.668
Br 9.39098 -5.87026 -2.17876 0.796
H 11.16189 -7.60343 1.45804 0.066
H 8.63625 -3.27636 3.28578 0.120
H -1.83128 -4.27074 1.07036 0.077
H -9.84724 0.51639 -3.12309 0.089
C 13.52048 -5.27036 -4.30377 0.075
H 13.60849 -8.89204 -5.26651 0.146
H -7.48320 4.43659 -0.66118 0.095
H 6.39420 -4.15004 2.81664 0.118
H -9.21736 7.34326 2.20440 0.101
O -9.31550 2.44145 -2.70572 -0.175
H -1.68628 -0.46515 0.66688 0.103
C -7.57367 3.64061 -1.40625 -0.185
N -8.97086 9.03821 0.95388 -0.053
H 0.35354 0.17253 0.22602 0.112
H 1.24474 -1.64011 2.54930 0.119
H 12.52144 -6.20190 -0.56703 0.102
H -5.03520 0.86093 0.30256 0.116
H -9.16861 6.49787 -1.37392 0.112
C 6.60030 -3.08295 2.68134 -0.195
C 4.89211 -2.22579 -1.67382 -0.107
H -6.86138 10.65461 3.99643 0.088
H 11.98646 -4.70062 -2.56953 0.141
C 0.45985 -2.12061 -0.91571 -0.090
H 10.49869 -5.92994 1.02681 0.093
C 8.10173 -2.92716 2.39617 -0.214
H 1.93548 0.09714 0.96322 0.111
H -2.17083 -0.23593 2.35976 0.125
H 10.50098 -8.17097 -2.06738 0.118
H 6.36116 -2.59470 3.63163 0.120
H 0.92148 -2.48695 -1.83605 0.086
H 4.89374 0.33163 0.14467 0.124
H -5.60036 0.06668 -2.13916 0.079
H 9.68014 -7.50148 0.37167 0.095
H -7.97558 1.71050 0.37304 0.103
H -10.55311 8.51286 2.22355 0.123
H -2.71983 -4.64460 -0.41584 0.090
N -6.65510 2.55298 -1.05607 -0.048
H -9.04472 6.21369 0.34554 0.109
C -8.84687 9.05910 3.41786 -0.209
H 0.36817 -0.13353 2.76668 0.118
C 4.92914 -0.76111 0.19615 -0.200
H -6.11226 -1.61351 -1.90840 0.093
H -3.36106 -2.48370 2.24566 0.127
H -7.21486 4.05656 -2.35331 0.127
C -1.91077 -0.98415 1.60460 -0.203
H -7.95957 9.09914 0.99739 0.067
H -6.64276 10.17984 2.28291 0.077
C 13.95418 -6.56114 -5.03241 0.044
H -10.42661 8.25734 -0.33390 0.118
H -5.58158 9.51640 3.53664 0.089
N 12.30595 -8.00745 -3.73634 0.106
C -9.05616 3.27784 -1.58358 -0.215
O -6.61059 -0.36008 -0.37495 -0.195
C -6.91703 1.96535 0.25799 -0.206
H 3.86675 -1.91406 -1.89084 0.084
C 10.68588 -6.99153 0.61506 -0.169
C 1.04293 -0.50018 0.74719 -0.216
H 4.88585 -3.15406 -1.09546 0.078
C -9.33508 8.31196 -0.26541 -0.192
C 10.93690 -7.10461 -2.01370 -0.664
H -8.99873 8.92834 -1.10561 0.120
C -6.60290 9.83511 3.31978 -0.115
C -9.16955 1.05210 -2.45407 -0.099
H -6.23658 0.35190 1.49376 0.118
C -3.11605 -1.89073 1.35770 -0.201
C 0.49019 -0.98940 2.09461 -0.193
H -8.15646 0.72856 -2.69542 0.069
O -7.46156 8.72254 3.51801 -0.200
O 8.57262 -3.73805 1.32261 -0.198
H 8.51191 -2.06680 0.05688 0.095
H -9.50228 2.86390 -0.67249 0.112
H -0.62732 -2.55586 1.45971 0.067
H -4.72859 -0.99527 -0.98800 0.068
H 0.01918 -2.98155 -0.41249 0.072
H 6.75514 -0.82078 1.29936 0.100
C -6.57986 6.87952 0.56737 -0.100
H -3.61442 -4.44069 1.10165 0.090
```

Results
* HOMO-LUMO gap: 0.149 Ha
* LUMO level: -0.1928 Eh
* calculated total energy: -198655.2140 eV
* HOMO energy: -9.3 eV
* net charge: +1